Entry 1:
{"formula": "C4H10N2", "method": "wB97M-V/def2-TZVPD", "max_force_ev_per_a": 1.677, "homo_lumo_gap_ha": [0.10424, 0.29605], "spin_multiplicity": 2, "total_energy_ha": -267.78319, "homo_ha": [0.0519, -0.1418], "total_charge": -1, "elements": ["C", "C", "N", "H", "H", "H", "H", "H", "C", "C", "N", "H", "H", "H", "H", "H"], "positions_angstrom": [[-1.86760, 0.56901, 0.51899], [-1.81208, -0.22671, -0.54738], [-2.93370, -0.53542, -1.33046], [-1.13051, 0.61892, 1.29904], [-2.84014, 1.05098, 0.63298], [-0.92075, -0.80669, -0.77423], [-3.54156, 0.26820, -1.45189], [-2.73359, -0.86870, -2.26367], [1.84931, -1.10140, -0.05158], [1.97655, -0.05303, 0.84726], [2.72957, 1.11308, 0.56879], [2.69550, -1.23804, -0.72868], [1.25932, -1.94815, 0.28759], [1.50629, -0.10746, 1.85718], [2.32587, 1.80875, -0.05588], [3.43754, 1.45668, 1.19194]], "lowdin_charge": [-0.07, -0.42, -0.02, 0.02, 0.03, 0.04, 0.06, 0.02, -0.19, -0.45, -0.09, 0.00, -0.01, 0.05, -0.01, 0.02]}


Entry 2:
{"formula": "C4H10N2", "method": "wB97M-V/def2-TZVPD", "max_force_ev_per_a": 1.411, "homo_lumo_gap_ha": [0.10339, 0.31354], "spin_multiplicity": 2, "total_energy_ha": -267.83438, "homo_ha": [0.0471, -0.1648], "total_charge": -1, "elements": ["C", "C", "C", "N", "C", "N", "H", "H", "H", "H", "H", "H", "H", "H", "H", "H"], "positions_angstrom": [[-1.39458, 1.03785, -1.79286], [-0.43252, 1.17347, -0.60569], [-0.85532, 0.18513, 0.51491], [0.18239, -0.25599, 1.40616], [1.09998, -1.18356, 0.99423], [1.70651, -1.21929, -0.15922], [-1.41506, 0.02836, -2.21871], [-2.41566, 1.30575, -1.50543], [-1.05610, 1.62322, -2.64427], [-0.48818, 2.18511, -0.19721], [0.55459, 0.97004, -1.01065], [-1.66391, 0.69281, 1.05563], [-1.30507, -0.68964, 0.04056], [0.45853, 0.47757, 2.07860], [1.42793, -1.86523, 1.78399], [2.12741, -2.13786, -0.26518]], "lowdin_charge": [-0.16, -0.29, -0.37, -0.08, -0.61, 0.02, 0.06, 0.06, 0.05, 0.07, 0.07, 0.06, 0.09, 0.02, 0.04, -0.03]}


Entry 3:
{"formula": "C4H10N2", "method": "wB97M-V/def2-TZVPD", "max_force_ev_per_a": 1.799, "homo_lumo_gap_ha": 0.30669, "total_energy_ha": -267.89424, "homo_ha": -0.2670, "smiles": "CC/C(N)=C/N", "total_charge": 0, "elements": ["C", "C", "C", "N", "C", "N", "H", "H", "H", "H", "H", "H", "H", "H", "H", "H"], "positions_angstrom": [[0.77844, 1.25330, -1.60436], [1.13367, 0.39517, -0.35479], [0.02283, -0.41334, 0.24676], [-0.58087, -1.33777, -0.63496], [-0.36829, -0.12798, 1.49271], [-1.50261, -0.73473, 2.09890], [1.55871, 1.19741, -2.35422], [-0.14924, 0.84907, -2.01286], [0.54436, 2.26758, -1.28904], [1.94762, -0.27790, -0.67282], [1.58946, 0.99715, 0.43363], [-0.13168, -1.30467, -1.53836], [-1.56850, -1.25668, -0.73270], [-0.12385, 0.80941, 1.96857], [-1.46075, -0.61886, 3.09134], [-1.68930, -1.69717, 1.86220]], "lowdin_charge": [-0.09, -0.23, -0.39, 0.08, -0.17, 0.02, 0.06, 0.06, 0.07, 0.11, 0.10, 0.07, 0.07, 0.11, 0.06, 0.07]}


Question: What is the formula in the second record?
Answer: C4H10N2